An isolated molecule of C4H4BrNO at a distorted geometry, computed with ωB97M-V/def2-TZVPD.

The geometry in XYZ format:
```
11
Properties=species:S:1:pos:R:3:lowdin_charge:R:1
C -2.464 -0.356 -0.210 -0.492
C 2.058 -0.934 -0.257 -0.099
H 2.740 -1.234 -1.095 0.071
N 0.122 0.640 -0.056 0.046
H 2.845 -0.443 0.614 0.158
H 1.617 -1.715 0.302 0.044
C 1.067 0.101 -0.600 -0.065
Br -4.354 -0.525 -0.016 0.611
O -2.146 0.866 0.189 -0.201
C -0.900 1.347 0.256 -0.231
H -0.586 2.253 0.873 0.158
```

Properties
Orbital gap (spin up / spin down) in eV: 7.62 / 7.62
ΔE to the lowest compared entry with this formula, charge and spin in kJ/mol: 542.0
Spin multiplicity: 1


A cluster of 2 separate species, C4H4BrNO in total at a distorted geometry, computed with ωB97M-V/def2-TZVPD.

The geometry in XYZ format:
```
11
Properties=species:S:1:pos:R:3:lowdin_charge:R:1
C -1.387 1.407 -0.438 -0.114
C -0.847 -0.039 1.077 -0.017
C 0.940 -1.280 -0.500 0.076
H -0.927 -0.516 2.033 0.106
C -0.003 -0.373 -0.114 -0.282
H 1.300 -1.963 0.187 0.039
O -0.396 0.642 -0.981 0.019
H 0.944 -1.277 -1.569 0.079
Br 3.892 0.088 0.343 -0.108
H -1.880 2.282 -0.844 0.138
N -1.635 1.028 0.807 0.064
```

Properties
Orbital gap (spin up / spin down) in eV: 8.72 / 4.89
ΔE to the lowest compared entry with this formula, charge and spin in kJ/mol: 277.1
Spin multiplicity: 1


A cluster of 2 separate species, C4H4BrNO3 in total at a distorted geometry, computed with ωB97M-V/def2-TZVPD.

The geometry in XYZ format:
```
13
Properties=species:S:1:pos:R:3:lowdin_charge:R:1
O -0.173 -2.039 1.550 0.232
C -0.922 -0.147 -1.320 -0.360
H -0.177 1.982 -0.965 0.142
C -0.502 -1.513 -0.791 -0.054
H -0.111 0.733 0.526 0.110
H -0.654 -2.154 -1.619 0.105
C -0.289 -1.752 0.470 -0.263
N 2.536 -1.599 -0.614 -0.411
Br 3.162 -0.015 0.374 0.464
H -0.664 -0.239 -2.373 0.141
C -0.555 1.002 -0.482 -0.118
O 2.569 -2.673 -0.218 0.003
O -1.894 0.593 -0.734 0.010
```

Properties
Orbital gap in eV: 8.10
ΔE to the lowest compared entry with this formula, charge and spin in kJ/mol: 348.6
SMILES: O=C=C[C@@H]1CO1.O=NBr
Spin multiplicity: 1


An isolated molecule of C4H4Cl2F2 at a distorted geometry, computed with ωB97M-V/def2-TZVPD.

The geometry in XYZ format:
```
12
Properties=species:S:1:pos:R:3:lowdin_charge:R:1
Cl -1.921 0.337 -1.878 0.669
F 2.869 -0.692 -0.703 0.028
H 0.794 -1.245 -1.199 0.173
C -0.471 -0.001 0.401 -0.729
F -1.532 -1.898 -0.623 -0.036
Cl -0.281 -0.311 2.120 0.663
H -2.667 -0.605 0.185 0.112
C 0.732 -0.468 -0.331 -0.179
H 2.234 0.593 0.757 0.125
C 1.916 -0.119 0.013 -0.201
C -1.724 -0.584 -0.371 -0.732
H -0.502 1.113 0.279 0.106
```

Properties
Orbital gap in eV: 10.72
ΔE to the lowest compared entry with this formula, charge and spin in kJ/mol: 84.7
SMILES: F/C=C/[C@H](Cl)[C@H](F)Cl
Spin multiplicity: 1


An isolated molecule of C4H4Cl2O, computed with ωB97M-V/def2-TZVPD.

The geometry in XYZ format:
```
11
Properties=species:S:1:pos:R:3:lowdin_charge:R:1
H 1.328 -0.966 -1.188 0.113
C 0.645 0.552 0.254 -1.138
C -1.286 -0.666 0.286 -0.114
Cl 0.924 2.273 -0.156 0.604
C -0.648 0.306 0.945 -0.146
H -0.942 0.793 1.849 0.106
C 0.487 -0.314 -1.021 -0.212
Cl 2.040 -0.003 1.261 0.593
H 0.319 0.314 -1.907 0.123
H -2.210 -1.158 0.492 0.127
O -0.656 -1.132 -0.815 -0.056
```

Properties
Orbital gap in eV: 10.19
ΔE to the lowest compared entry with this formula, charge and spin in kJ/mol: 0.0
SMILES: ClC1(Cl)C=COC1
Spin multiplicity: 1


A cluster of 2 separate species, C4H4Cl2O in total at a distorted geometry, computed with ωB97M-V/def2-TZVPD.

The geometry in XYZ format:
```
11
Properties=species:S:1:pos:R:3:lowdin_charge:R:1
H 3.627 1.349 -1.127 0.011
C -1.432 -0.743 -0.188 -0.908
Cl -2.331 -1.969 0.668 0.672
Cl 1.873 -1.476 0.687 0.761
H -1.332 1.437 -0.242 0.067
C 2.945 0.613 -0.845 0.040
H -2.654 0.622 0.886 0.093
C -1.632 0.641 0.384 -0.077
O -0.778 -1.043 -1.133 0.016
C 2.556 -0.328 -0.191 -0.764
H -0.843 0.896 1.101 0.088
```

Properties
Orbital gap in eV: 10.70
ΔE to the lowest compared entry with this formula, charge and spin in kJ/mol: 192.6
SMILES: CC(=O)Cl.C#CCl
Spin multiplicity: 1


The ion C4H4Cl3N2 with charge +1 at a distorted geometry, computed with ωB97M-V/def2-TZVPD.

The geometry in XYZ format:
```
13
Properties=species:S:1:pos:R:3:mulliken_spin:R:1
C -0.354 -1.500 0.643 0.270
Cl -2.830 1.379 0.402 0.165
H -0.505 -2.526 0.582 0.009
Cl 2.375 0.547 -1.095 0.049
N 0.841 -0.921 0.445 0.482
H 1.770 -1.306 0.488 -0.022
H -0.198 1.850 -1.126 0.003
N -1.473 -0.831 0.529 0.405
H -0.166 0.154 -1.625 0.035
C -1.467 0.388 0.053 0.464
C 1.008 0.398 0.037 0.024
C -0.333 0.877 -0.795 0.036
Cl 1.331 1.493 1.461 0.081
```

Properties
Net charge: +1
Orbital gap (spin up / spin down) in eV: 8.51 / 6.05
Expectation value of S²: 2.01
Spin multiplicity: 3


A cluster of 2 separate species, C4H4Cl3N2P in total at a distorted geometry, computed with ωB97M-V/def2-TZVPD.

The geometry in XYZ format:
```
14
Properties=species:S:1:pos:R:3:lowdin_charge:R:1
C 0.325 0.501 2.061 -0.820
H -2.038 -3.020 -1.908 -0.045
N 0.903 1.205 -0.638 -0.177
C 1.606 0.640 1.614 -0.136
Cl -1.908 2.019 -0.841 0.307
Cl -0.071 0.141 3.759 0.638
C 1.795 1.041 0.269 -0.813
P -0.629 0.609 -0.318 0.479
Cl 3.397 1.654 -0.113 0.663
H -0.897 -1.721 -1.955 -0.081
H 2.379 0.409 2.334 0.104
N -0.734 0.517 1.347 -0.201
H -2.376 -1.839 -3.209 -0.012
C -1.752 -2.155 -2.403 0.091
```

Properties
Orbital gap (spin up / spin down) in eV: 8.89 / 6.30
ΔE to the lowest compared entry with this formula, charge and spin in kJ/mol: 228.5
Spin multiplicity: 1


A cluster of 2 separate species, C4H4Cl3NO2 in total at a distorted geometry, computed with ωB97M-V/def2-TZVPD.

The geometry in XYZ format:
```
14
Properties=species:S:1:pos:R:3:lowdin_charge:R:1
H -0.540 1.463 1.656 0.161
H -0.071 -2.664 0.670 0.160
H -1.322 -0.335 -2.000 0.132
C -1.221 1.069 -0.294 -0.130
H -1.492 2.042 -0.648 0.129
C 1.908 0.090 -0.230 -1.581
O -0.718 -0.484 1.215 0.034
N -1.049 0.845 1.034 0.063
C -1.184 -0.141 -0.959 0.009
O -0.570 -2.352 -0.104 0.189
Cl 3.354 -0.319 -1.165 0.383
C -0.795 -1.069 -0.004 -0.358
Cl 1.389 1.746 -0.689 0.442
Cl 2.313 0.111 1.517 0.367
```

Properties
Orbital gap in eV: 6.37
ΔE to the lowest compared entry with this formula, charge and spin in kJ/mol: 413.6
Spin multiplicity: 1


A structure of composition C4H4Cl4F18NO4P2S2V2 at a distorted geometry, computed with ωB97M-V/def2-TZVPD.

The geometry in XYZ format:
```
41
Properties=species:S:1:pos:R:3:mulliken_spin:R:1
Cl -3.795 3.475 1.013 0.006
S 1.843 -2.656 -3.400 0.014
O 2.717 -1.900 -4.214 0.000
H 1.098 0.939 4.706 0.000
H -5.744 2.841 2.197 0.000
C 0.587 1.354 3.850 0.001
V -1.542 4.355 -0.203 2.995
F 4.565 0.622 -1.818 0.000
N 1.466 -1.860 -2.008 0.051
O 2.492 -1.125 0.065 0.007
F -0.779 -4.262 2.029 0.000
F 0.713 -3.063 0.773 0.000
F -0.211 -1.293 -4.249 0.003
F -1.922 2.268 -0.971 -0.004
Cl -5.775 5.165 2.403 0.001
F 2.574 1.320 -1.235 0.003
C 3.259 0.430 -1.980 0.006
O 2.130 -4.015 -3.174 0.002
F -0.683 -3.307 -3.603 0.006
V 0.087 -1.354 -0.555 2.868
H -4.427 3.460 3.282 0.000
F -0.065 0.808 -1.482 0.001
F 0.694 -2.923 3.105 0.000
O 4.027 -2.068 -1.597 -0.001
P -0.543 1.700 -0.205 0.006
Cl -1.153 1.044 4.041 0.000
F 0.713 1.305 0.548 0.003
F -1.445 -2.491 0.694 0.012
H 0.893 0.906 2.919 0.001
F 2.913 0.575 -3.247 0.000
F -1.378 0.438 0.274 0.008
F -1.519 -2.333 2.980 0.000
C 0.220 -2.553 -4.245 0.009
F 0.356 -2.977 -5.488 0.000
C -4.990 3.596 2.370 0.004
Cl 0.933 3.102 3.794 0.000
F 0.049 -1.167 1.779 0.006
F 0.157 3.049 -0.866 0.007
F -1.012 2.655 1.050 -0.016
S 2.899 -1.290 -1.318 0.005
P -0.400 -2.772 1.988 -0.003
```

Properties
Net charge: +1
Orbital gap (spin up / spin down) in eV: 4.58 / 5.77
Expectation value of S²: 12.01
Spin multiplicity: 7


A cluster of 2 separate species, C4H4Cl4O in total at a distorted geometry, computed with ωB97M-V/def2-TZVPD.

The geometry in XYZ format:
```
13
Properties=species:S:1:pos:R:3:lowdin_charge:R:1
Cl -0.155 2.299 -1.994 0.589
H 0.716 -0.271 -1.331 0.127
H 1.300 0.295 1.717 0.058
Cl 0.090 2.535 0.923 0.628
Cl 3.368 -0.255 0.856 0.522
C -1.957 -1.628 -0.893 -0.550
H -2.485 -1.394 0.950 0.075
C 1.541 -0.264 0.775 -0.579
C 0.389 1.555 -0.488 -1.105
Cl -2.940 -0.236 -1.274 0.558
O -1.899 -1.804 0.351 -0.048
H 1.100 -1.190 0.823 0.038
C 0.932 0.357 -0.416 -0.313
```

Properties
Orbital gap in eV: 9.98
ΔE to the lowest compared entry with this formula, charge and spin in kJ/mol: 270.1
Spin multiplicity: 1


An isolated molecule of C4H4Cl6N2 at a distorted geometry, computed with ωB97M-V/def2-TZVPD.

The geometry in XYZ format:
```
16
Properties=species:S:1:pos:R:3:lowdin_charge:R:1
H 1.006 0.297 -2.660 0.069
Cl 2.507 0.433 0.780 0.725
Cl -2.263 0.851 -0.861 0.450
Cl -2.110 -2.239 1.250 0.675
N -1.167 -0.790 0.900 -0.574
Cl 1.033 -2.120 1.612 0.618
Cl -0.258 -0.220 3.280 0.684
Cl 0.287 2.157 1.140 0.577
N 0.393 -0.018 -0.639 -0.216
C 0.056 -0.641 1.639 -1.306
C 0.818 0.459 0.657 -1.205
H 1.504 1.299 -1.482 0.049
H -0.140 1.496 -2.144 0.091
H -1.375 -1.190 -1.230 0.112
C 0.658 0.751 -1.798 -0.117
C -0.947 -0.526 -0.444 -0.632
```

Properties
Orbital gap in eV: 9.85
SMILES: CN1[C@H](Cl)N(Cl)C(Cl)(Cl)C1(Cl)Cl
Spin multiplicity: 1


An isolated molecule of C4H4ClF at a distorted geometry, computed with ωB97M-V/def2-TZVPD.

The geometry in XYZ format:
```
10
Properties=species:S:1:pos:R:3:lowdin_charge:R:1
H -0.180 -1.214 -0.931 0.098
C -1.140 1.251 -0.001 -0.394
C -0.031 1.030 -0.644 -0.009
Cl -2.589 -1.035 -0.182 0.598
C -1.281 -0.087 0.632 -0.553
C 0.073 -0.450 -0.145 -0.127
H 0.448 1.855 -1.209 0.123
F -1.974 2.290 0.088 0.084
H -1.184 -0.187 1.655 0.082
H 0.892 -0.525 0.564 0.098
```

Properties
Orbital gap in eV: 10.96
ΔE to the lowest compared entry with this formula, charge and spin in kJ/mol: 77.7
SMILES: FC1=CC[C@@H]1Cl
Spin multiplicity: 1


An isolated molecule of C4H4ClF at a distorted geometry, computed with ωB97M-V/def2-TZVPD.

The geometry in XYZ format:
```
10
Properties=species:S:1:pos:R:3:lowdin_charge:R:1
F -0.753 1.017 -1.690 -0.020
H 0.775 -0.456 1.731 0.062
H -1.647 -0.286 -0.077 0.105
C 0.195 -0.313 0.917 -0.210
H 1.029 0.732 -2.412 0.130
C 0.503 0.546 -1.426 -0.129
C 0.969 0.032 -0.275 -0.090
Cl -1.954 -0.637 2.369 0.651
C -1.117 -0.373 0.928 -0.607
H 1.999 -0.261 -0.066 0.108
```

Properties
Orbital gap in eV: 9.50
ΔE to the lowest compared entry with this formula, charge and spin in kJ/mol: 61.1
SMILES: F/C=C\C=C\Cl
Spin multiplicity: 1


The ion C4H4ClF2N2 with charge +1 at a distorted geometry, computed with ωB97M-V/def2-TZVPD.

The geometry in XYZ format:
```
13
Properties=species:S:1:pos:R:3:lowdin_charge:R:1
H -0.052 -1.420 1.290 0.088
Cl 2.673 0.064 0.555 0.953
C 1.261 0.530 -0.216 -0.731
H -1.070 -1.231 -1.626 0.141
H 0.624 1.818 1.190 0.183
C -1.071 1.225 0.147 -0.347
N -1.595 0.171 -0.214 0.206
H 0.364 -2.542 -0.105 0.089
C -0.926 -0.960 -0.587 -0.177
C -0.124 -1.646 0.238 0.034
F 1.223 0.328 -1.512 0.147
F -1.690 2.288 0.538 0.220
N 0.382 1.377 0.301 0.195
```

Properties
Net charge: +1
Orbital gap in eV: 8.20
ΔE to the lowest compared entry with this formula, charge and spin in kJ/mol: 93.7
SMILES: C=C/N=C(F)\[NH+]=C(/F)Cl
Spin multiplicity: 1


An isolated molecule of C4H4ClF3 at a distorted geometry, computed with ωB97M-V/def2-TZVPD.

The geometry in XYZ format:
```
12
Properties=species:S:1:pos:R:3:lowdin_charge:R:1
H -1.362 -1.477 0.564 0.121
C 1.325 -0.547 -0.133 -0.618
C 0.509 0.731 -0.097 -0.409
H 0.840 1.355 -0.939 0.147
H 1.126 -1.079 -1.040 0.110
F 0.734 1.406 1.049 0.028
H -1.466 1.493 -0.414 0.116
Cl 3.120 -0.211 0.008 0.618
F 0.908 -1.313 0.929 -0.031
C -0.973 0.557 -0.217 -0.001
C -1.704 -0.527 0.156 -0.083
F -3.058 -0.387 0.135 0.002
```

Properties
Orbital gap in eV: 11.21
ΔE to the lowest compared entry with this formula, charge and spin in kJ/mol: 60.0
SMILES: F/C=C/[C@@H](F)[C@H](F)Cl
Spin multiplicity: 1


An isolated molecule of C4H4ClN at a distorted geometry, computed with ωB97M-V/def2-TZVPD.

The geometry in XYZ format:
```
10
Properties=species:S:1:pos:R:3:lowdin_charge:R:1
C -1.222 -0.851 -0.562 0.010
C 0.851 0.618 0.039 -0.279
N 1.674 -0.352 0.045 -0.427
H -1.212 -1.164 1.615 0.133
Cl 3.323 0.080 0.085 0.541
H 1.357 1.600 -0.010 0.089
C -0.631 0.495 -0.027 -0.245
H -1.160 1.442 -0.353 0.131
C -1.326 -0.603 0.656 -0.074
H -1.655 -1.264 -1.488 0.121
```

Properties
Orbital gap in eV: 10.47
ΔE to the lowest compared entry with this formula, charge and spin in kJ/mol: 422.3
SMILES: Cl/N=C/C1C=C1
Spin multiplicity: 1


An isolated molecule of C4H4ClNO2 at a distorted geometry, computed with ωB97M-V/def2-TZVPD.

The geometry in XYZ format:
```
12
Properties=species:S:1:pos:R:3:lowdin_charge:R:1
H -2.256 -0.999 -0.271 0.063
O -0.835 0.366 0.568 -0.017
C 1.432 0.332 0.624 -0.521
N 3.192 -1.333 -0.088 0.212
H 1.232 0.728 1.565 0.101
C -2.099 0.046 -0.265 0.026
O 0.253 -0.996 -0.951 0.103
C 0.159 -0.293 0.047 -0.607
H -2.264 0.443 -1.313 0.115
H -2.915 0.561 0.410 0.125
C 2.402 -0.565 0.127 -0.343
Cl 1.700 1.710 -0.455 0.743
```

Properties
Orbital gap in eV: 11.38
ΔE to the lowest compared entry with this formula, charge and spin in kJ/mol: 192.6
SMILES: COC(=O)[C@H](Cl)C#N
Spin multiplicity: 1


A structure of composition C4H4CoO5 at a distorted geometry, computed with ωB97M-V/def2-TZVPD.

The geometry in XYZ format:
```
14
Properties=species:S:1:pos:R:3:mulliken_spin:R:1
O 3.069 -0.932 0.517 0.039
H -0.596 -0.103 -1.644 0.047
O -2.640 -0.950 -0.069 0.021
O -3.621 1.032 0.308 0.387
H 3.783 -1.629 0.367 0.006
C -0.504 -0.178 -0.545 0.158
C -1.267 -1.413 -0.105 -0.020
C 3.851 0.217 0.247 0.187
H -1.023 -1.762 0.909 0.016
Co 1.416 0.019 -0.016 2.889
C -2.634 0.376 0.080 -0.080
O -1.407 0.869 -0.031 0.246
O 3.080 1.043 -0.288 0.102
H -1.191 -2.248 -0.809 0.003
```

Properties
Net charge: +1
Orbital gap (spin up / spin down) in eV: 10.03 / 3.05
Expectation value of S²: 6.03
ΔE to the lowest compared entry with this formula, charge and spin in kJ/mol: 411.6
Spin multiplicity: 5


A structure of composition C4H4EuO at a distorted geometry, computed with ωB97M-V/def2-TZVPD.

The geometry in XYZ format:
```
10
Properties=species:S:1:pos:R:3:mulliken_spin:R:1
H 0.479 -2.569 0.365 0.001
H -3.121 -0.377 -0.128 0.005
C -1.028 -1.057 -0.236 0.061
C -1.094 0.393 -0.638 0.084
C 0.166 -1.512 0.448 -0.016
Eu 1.051 1.413 -0.096 7.756
C -2.125 -0.124 0.259 0.049
H -2.136 0.161 1.320 0.026
O 1.013 -0.667 0.858 0.023
H -1.319 -2.180 -0.415 0.012
```

Properties
Net charge: +1
Orbital gap (spin up / spin down) in eV: 2.57 / 8.67
Expectation value of S²: 20.01
ΔE to the lowest compared entry with this formula, charge and spin in kJ/mol: 373.4
Spin multiplicity: 9